[1]
ORCA calculation (ωB97M-V with the def2-TZVPD basis set) on an isolated molecule of C20H23N3O3.

Last column: Löwdin charge in e.
Atoms and positions in Å:
C (-2.473, 2.089, 4.190)  -0.105
C (-2.680, 1.716, 2.727)  -0.260
C (-2.911, 0.221, 2.508)  -0.175
C (-1.733, -0.655, 2.925)  -0.208
O (-0.604, -0.297, 2.156)  -0.048
C (0.574, -0.953, 2.386)  -0.195
C (0.739, -2.004, 3.274)  -0.025
C (1.977, -2.614, 3.414)  -0.095
C (3.056, -2.180, 2.671)  -0.090
C (2.909, -1.124, 1.786)  -0.007
C (1.680, -0.503, 1.637)  -0.135
N (1.466, 0.584, 0.781)  0.167
C (2.261, 1.027, -0.219)  -0.468
O (3.340, 0.561, -0.521)  0.066
C (1.659, 2.202, -0.987)  -0.037
C (0.527, 1.719, -1.903)  -0.211
N (0.882, 0.466, -2.523)  0.084
C (-0.079, -0.261, -3.179)  -0.199
C (0.213, -1.169, -4.191)  -0.020
C (-0.798, -1.903, -4.784)  -0.098
C (-2.113, -1.744, -4.381)  -0.102
C (-2.418, -0.859, -3.359)  -0.030
C (-1.411, -0.127, -2.757)  -0.172
N (-1.675, 0.724, -1.676)  0.176
C (-0.783, 1.564, -1.122)  -0.418
O (-1.020, 2.194, -0.108)  0.063
H (-2.433, 3.170, 4.296)  0.070
H (-1.541, 1.682, 4.573)  0.067
H (-3.293, 1.715, 4.802)  0.073
H (-3.553, 2.250, 2.345)  0.108
H (-1.820, 2.032, 2.137)  0.080
H (-3.106, 0.048, 1.448)  0.103
H (-3.786, -0.107, 3.074)  0.116
H (-1.987, -1.711, 2.748)  0.131
H (-1.519, -0.525, 3.993)  0.124
H (-0.092, -2.363, 3.861)  0.102
H (2.085, -3.432, 4.110)  0.101
H (4.018, -2.656, 2.778)  0.101
H (3.745, -0.778, 1.201)  0.102
H (0.561, 1.025, 0.905)  0.121
H (2.454, 2.650, -1.584)  0.126
H (1.258, 2.948, -0.299)  0.124
H (0.329, 2.507, -2.660)  0.165
H (1.829, 0.398, -2.865)  0.147
H (1.240, -1.296, -4.502)  0.112
H (-0.556, -2.601, -5.571)  0.101
H (-2.900, -2.313, -4.851)  0.099
H (-3.437, -0.742, -3.020)  0.111
H (-2.581, 0.653, -1.230)  0.160

The value obtained for the HOMO energy is -7.974 eV. The maximum force is 0.60 eV Å⁻¹. Its LUMO energy is 0.0236 Eh.

=====

[2]
ORCA calculation (ωB97M-V with the def2-TZVPD basis set) on a structure of composition C31H58N6ORuS4Si2 in a non-equilibrium geometry.

Last column: Löwdin charge in e.
Atoms and positions in Å:
Ru (-1.073, -0.726, 0.499)  0.458
C (-0.805, -4.224, 0.549)  -0.479
C (-2.192, -4.056, 1.149)  -0.454
S (-2.910, -2.438, 0.753)  0.910
C (-3.495, -1.894, 2.380)  -0.471
C (-2.406, -1.716, 3.418)  -0.443
S (-1.057, -0.630, 2.831)  0.861
C (0.408, -1.589, 3.293)  -0.470
C (0.528, -2.945, 2.630)  -0.449
S (0.346, -2.851, 0.818)  0.861
H (-0.866, -4.335, -0.532)  0.066
H (-0.333, -5.130, 0.932)  0.098
H (-2.173, -4.168, 2.232)  0.070
H (-2.849, -4.831, 0.756)  0.092
H (-4.247, -2.597, 2.739)  0.098
H (-3.991, -0.949, 2.164)  0.072
H (-1.973, -2.671, 3.712)  0.067
H (-2.832, -1.266, 4.314)  0.092
H (0.450, -1.679, 4.379)  0.100
H (1.238, -0.957, 2.980)  0.056
H (-0.211, -3.651, 3.007)  0.070
H (1.513, -3.361, 2.844)  0.087
C (-1.326, 5.484, -0.621)  -0.067
C (-1.149, 4.982, 0.804)  -0.199
N (-0.305, 3.778, 0.858)  -0.117
C (1.105, 4.032, 1.150)  -0.227
C (1.330, 4.342, 2.624)  -0.070
C (-0.827, 2.582, 0.570)  -0.621
S (0.236, 1.215, 0.442)  0.719
N (-2.143, 2.628, 0.295)  0.113
C (-2.984, 1.624, 0.261)  -0.433
O (-2.771, 0.402, 0.547)  -0.255
C (-4.381, 1.945, -0.154)  -0.136
C (-5.277, 0.914, -0.429)  -0.032
C (-6.569, 1.201, -0.838)  -0.068
C (-6.978, 2.521, -0.968)  -0.070
C (-6.090, 3.553, -0.692)  -0.063
C (-4.796, 3.267, -0.289)  -0.014
H (-1.902, 6.410, -0.623)  0.081
H (-1.852, 4.744, -1.222)  0.064
H (-0.360, 5.690, -1.085)  0.076
H (-2.109, 4.765, 1.264)  0.111
H (-0.654, 5.735, 1.414)  0.111
H (1.416, 4.876, 0.528)  0.127
H (1.697, 3.175, 0.847)  0.051
H (0.856, 5.276, 2.924)  0.071
H (2.397, 4.438, 2.824)  0.074
H (0.936, 3.537, 3.246)  0.082
H (-4.955, -0.115, -0.330)  0.099
H (-7.258, 0.396, -1.057)  0.107
H (-7.988, 2.746, -1.286)  0.109
H (-6.409, 4.582, -0.792)  0.109
H (-4.095, 4.062, -0.075)  0.100
C (5.717, -0.398, 2.339)  -0.183
Si (4.277, 0.361, 1.409)  0.413
C (4.927, 1.585, 0.142)  -0.172
C (3.240, 1.325, 2.653)  -0.182
C (3.353, -0.978, 0.503)  -0.180
Si (4.219, -2.363, -0.403)  0.406
C (4.711, -3.691, 0.828)  -0.170
C (3.119, -3.154, -1.709)  -0.191
C (5.735, -1.712, -1.293)  -0.180
H (6.355, 0.395, 2.739)  0.039
H (6.342, -1.031, 1.708)  0.014
H (5.373, -1.001, 3.183)  0.035
H (5.359, 2.451, 0.651)  0.036
H (4.122, 1.940, -0.508)  0.031
H (5.701, 1.147, -0.491)  0.021
H (3.561, 1.120, 3.677)  0.038
H (2.167, 1.149, 2.580)  -0.024
H (3.384, 2.393, 2.477)  0.012
H (2.272, -0.924, 0.373)  -0.062
H (3.831, -4.109, 1.323)  0.020
H (5.382, -3.310, 1.598)  0.021
H (5.219, -4.510, 0.312)  0.038
H (2.106, -3.347, -1.347)  -0.023
H (3.549, -4.114, -2.006)  0.038
H (3.060, -2.531, -2.605)  0.029
H (6.529, -1.407, -0.610)  0.025
H (5.482, -0.855, -1.922)  0.033
H (6.142, -2.491, -1.944)  0.038
C (-1.371, -2.127, -2.255)  -0.203
N (-1.410, -2.191, -3.699)  -0.076
C (-0.088, -1.817, -4.213)  -0.153
N (0.285, -0.473, -3.778)  -0.077
C (0.302, -0.420, -2.330)  -0.197
N (-1.034, -0.769, -1.728)  -0.185
C (-2.034, 0.182, -2.310)  -0.161
N (-2.056, 0.142, -3.758)  -0.073
C (-2.392, -1.216, -4.186)  -0.152
C (-0.721, 0.473, -4.265)  -0.150
H (-0.603, -2.813, -1.895)  0.093
H (-2.348, -2.413, -1.861)  0.094
H (-0.106, -1.853, -5.303)  0.132
H (0.652, -2.532, -3.850)  0.123
H (0.565, 0.583, -2.012)  0.069
H (1.036, -1.123, -1.933)  0.102
H (-1.769, 1.186, -1.974)  0.122
H (-3.018, -0.081, -1.919)  0.118
H (-2.419, -1.253, -5.275)  0.132
H (-3.380, -1.479, -3.802)  0.132
H (-0.454, 1.479, -3.939)  0.133
H (-0.738, 0.449, -5.355)  0.131

Its net charge is +1. The value obtained for the HOMO energy (spin up / spin down) is -10.323 / -10.326 eV. As for the spin multiplicity: 2. The maximum force is 1.96 eV Å⁻¹. Its LUMO energy (spin up / spin down) is -0.0778 / -0.1020 Eh.

=====

[3]
ORCA calculation (ωB97M-V with the def2-TZVPD basis set) on a cluster of 11 separate species, C12H36N12O24 in total in a non-equilibrium geometry.

Last column: Löwdin charge in e.
Atoms and positions in Å:
C (2.521, 1.890, -0.950)  -0.014
N (3.489, 1.738, -2.059)  -0.318
O (3.072, 1.659, -3.204)  -0.069
O (4.647, 1.522, -1.787)  0.077
H (2.483, 2.903, -0.560)  0.145
H (2.829, 1.161, -0.205)  0.038
H (1.538, 1.612, -1.324)  0.061
C (-0.695, 0.641, 1.260)  0.079
N (0.100, 1.070, 0.069)  -0.319
O (1.272, 0.758, 0.081)  -0.049
O (-0.387, 1.796, -0.782)  0.069
H (-0.011, 0.118, 1.920)  0.076
H (-1.485, -0.032, 0.941)  0.077
H (-1.016, 1.545, 1.769)  0.096
C (0.553, -2.229, -2.166)  0.035
N (1.326, -3.443, -2.553)  -0.438
O (2.428, -3.600, -2.080)  0.071
O (0.766, -4.248, -3.272)  0.061
H (0.227, -1.664, -3.035)  0.080
H (1.152, -1.616, -1.503)  0.063
H (-0.340, -2.631, -1.689)  0.101
C (4.162, -0.672, -0.155)  0.055
N (4.123, -0.194, 1.269)  -0.397
O (3.870, 0.988, 1.441)  0.059
O (4.408, -0.956, 2.175)  0.055
H (3.798, -1.694, -0.167)  0.092
H (5.199, -0.607, -0.472)  0.120
H (3.516, -0.021, -0.733)  0.036
C (-4.021, -3.069, 2.206)  0.036
N (-2.688, -3.130, 1.581)  -0.434
O (-1.910, -3.983, 1.922)  0.080
O (-2.492, -2.299, 0.716)  0.036
H (-4.130, -3.879, 2.923)  0.100
H (-4.833, -3.179, 1.492)  0.103
H (-4.119, -2.092, 2.671)  0.064
C (-2.613, 1.765, 4.638)  0.047
N (-3.275, 0.437, 4.452)  -0.419
O (-2.974, -0.217, 3.470)  0.038
O (-4.050, 0.082, 5.316)  0.083
H (-1.941, 1.641, 5.478)  0.090
H (-3.356, 2.540, 4.804)  0.101
H (-2.086, 1.974, 3.715)  0.067
C (2.486, 0.496, -5.049)  0.087
N (2.813, 0.095, -3.651)  -0.447
O (3.815, -0.553, -3.474)  0.100
O (2.052, 0.443, -2.770)  -0.059
H (2.583, 1.578, -5.130)  0.098
H (1.462, 0.238, -5.303)  0.101
H (3.242, 0.020, -5.663)  0.109
C (0.411, 3.159, -3.899)  0.032
N (-0.187, 4.493, -3.665)  -0.425
O (-1.153, 4.557, -2.940)  0.076
O (0.346, 5.452, -4.194)  0.070
H (-0.084, 2.646, -4.722)  0.100
H (0.229, 2.544, -3.020)  0.059
H (1.471, 3.272, -4.087)  0.088
C (1.648, -4.099, 2.121)  0.066
N (1.392, -2.627, 2.049)  -0.397
O (1.416, -2.123, 0.944)  0.049
O (1.072, -2.051, 3.064)  0.064
H (1.070, -4.644, 1.381)  0.098
H (1.298, -4.399, 3.105)  0.098
H (2.710, -4.277, 1.987)  0.104
C (-4.456, 1.483, 0.386)  0.055
N (-5.567, 0.505, 0.404)  -0.432
O (-6.472, 0.633, -0.403)  0.075
O (-5.496, -0.402, 1.213)  0.047
H (-4.428, 1.959, -0.585)  0.076
H (-3.560, 0.902, 0.583)  0.074
H (-4.591, 2.180, 1.210)  0.107
C (2.074, -0.325, 5.245)  0.039
N (0.635, -0.046, 5.125)  -0.442
O (0.312, 0.922, 4.461)  0.037
O (-0.147, -0.792, 5.670)  0.081
H (2.503, -0.111, 4.268)  0.084
H (2.130, -1.390, 5.436)  0.097
H (2.542, 0.334, 5.970)  0.109
C (-1.774, 0.497, -3.370)  0.037
N (-2.501, 1.792, -3.397)  -0.439
O (-2.629, 2.331, -4.476)  0.068
O (-2.893, 2.238, -2.347)  0.061
H (-2.272, -0.200, -2.703)  0.104
H (-0.788, 0.780, -3.001)  0.058
H (-1.773, 0.103, -4.381)  0.102

The value obtained for the HOMO energy is -8.630 eV. The maximum force is 16.81 eV Å⁻¹. Its LUMO energy is -0.0260 Eh.

=====

[4]
ORCA calculation (ωB97M-V with the def2-TZVPD basis set) on a cluster of 3 separate species, C6H13NO in total in a non-equilibrium geometry.

Last column: Löwdin charge in e.
Atoms and positions in Å:
O (1.290, -2.298, 2.260)  -0.002
C (0.844, -1.674, 1.302)  -0.375
C (0.261, -2.095, 0.070)  0.017
C (-0.181, -1.063, -0.895)  -0.219
C (0.874, -0.534, -1.905)  -0.141
C (0.889, 0.730, -2.336)  0.001
C (-0.418, 2.192, 0.877)  -0.181
N (-1.142, 1.846, -0.335)  -0.011
H (0.988, -0.566, 1.286)  0.111
H (0.156, -3.158, -0.143)  0.113
H (-1.271, -0.935, 3.501)  0.052
H (-0.534, -0.235, -0.257)  0.061
H (-1.026, -1.275, -1.554)  0.123
H (-0.989, -1.266, 2.897)  0.016
H (1.463, -1.290, -2.438)  0.097
H (0.253, 1.469, -1.892)  0.012
H (1.447, 0.959, -3.230)  0.050
H (0.660, 2.205, 0.758)  0.074
H (-0.667, 3.189, 1.258)  0.074
H (-1.920, 2.491, -0.447)  0.037
H (-0.977, 1.306, 1.224)  0.090

The value obtained for the HOMO energy is -6.977 eV. The maximum force is 2.56 eV Å⁻¹. Its LUMO energy is -0.1281 Eh.

=====

[5]
ORCA calculation (ωB97M-V with the def2-TZVPD basis set) on the ion C4H9NO2 with charge +1 in a non-equilibrium geometry.

Last column: Löwdin charge in e.
Atoms and positions in Å:
O (2.667, -0.614, -0.423)  0.300
C (1.674, -0.072, 0.125)  0.072
C (0.228, -0.268, -0.491)  -0.231
C (-0.842, -0.227, 0.708)  -0.405
C (-2.214, -0.713, 0.250)  -0.024
O (-0.792, 1.013, 1.367)  0.024
N (0.046, 0.864, -1.418)  0.092
H (1.587, 0.106, 1.233)  0.202
H (-0.115, -1.097, -1.082)  0.148
H (-0.556, -0.928, 1.548)  0.172
H (-2.922, -0.606, 1.056)  0.090
H (-2.225, -1.842, -0.064)  0.142
H (-2.632, -0.108, -0.582)  0.094
H (-1.171, 1.585, 0.670)  0.121
H (-0.896, 0.745, -1.638)  0.057
H (0.532, 0.585, -2.324)  0.146

Its net charge is +1. The value obtained for the HOMO energy (spin up / spin down) is -15.587 / -15.286 eV. As for the spin multiplicity: 2. The maximum force is 5.82 eV Å⁻¹. Its LUMO energy (spin up / spin down) is -0.2373 / -0.3537 Eh.

=====

[6]
ORCA calculation (ωB97M-V with the def2-TZVPD basis set) on a cluster of 2 separate species, C3H11O in total in a non-equilibrium geometry.

Last column: Löwdin charge in e.
Atoms and positions in Å:
O (0.461, -3.024, 0.993)  0.370
H (-0.088, -2.219, 1.106)  0.177
H (0.279, -3.767, 1.584)  0.196
H (1.412, -2.924, 0.928)  0.187
C (0.410, 0.254, 0.180)  -0.122
C (0.213, 1.761, -0.408)  -0.257
C (-1.182, 1.816, -1.036)  -0.139
H (0.025, -0.392, -0.625)  0.064
H (1.392, -0.034, 0.360)  0.018
H (-0.167, 0.160, 1.150)  0.082
H (0.323, 2.558, 0.287)  0.089
H (0.828, 1.866, -1.294)  0.098
H (-1.182, 2.896, -1.333)  0.086
H (-2.041, 1.711, -0.453)  0.048
H (-1.115, 1.353, -2.078)  0.103

Its net charge is +1. The value obtained for the HOMO energy is -14.275 eV. The maximum force is 4.56 eV Å⁻¹. Its LUMO energy is -0.1902 Eh.

=====

[7]
ORCA calculation (ωB97M-V with the def2-TZVPD basis set) on a cluster of 2 separate species, C34H33N2O in total in a non-equilibrium geometry.

Last column: Löwdin charge in e.
Atoms and positions in Å:
C (5.135, -2.958, -3.195)  -0.033
O (4.741, -1.566, -3.213)  -0.053
C (3.431, -1.233, -3.054)  -0.215
C (3.136, 0.143, -3.204)  0.026
C (1.852, 0.602, -3.094)  0.010
C (0.765, -0.274, -2.781)  -0.193
C (-0.566, 0.217, -2.733)  0.103
C (-1.765, -0.506, -2.948)  -0.184
C (-3.006, 0.189, -2.763)  0.021
C (-4.220, -0.467, -2.869)  -0.006
C (-4.272, -1.842, -3.159)  -0.228
C (-5.582, -2.560, -3.154)  -0.026
C (-3.078, -2.511, -3.453)  -0.009
C (-1.858, -1.856, -3.417)  0.009
C (1.091, -1.644, -2.547)  0.005
C (2.379, -2.135, -2.729)  0.026
H (6.218, -2.938, -3.345)  0.102
H (4.896, -3.423, -2.225)  0.101
H (4.655, -3.515, -4.016)  0.106
H (3.962, 0.822, -3.405)  0.136
H (1.623, 1.645, -3.317)  0.131
H (-0.690, 1.297, -2.633)  0.125
H (-2.971, 1.266, -2.590)  0.129
H (-5.148, 0.077, -2.703)  0.131
H (-5.430, -3.644, -3.135)  0.088
H (-6.179, -2.271, -2.282)  0.098
H (-6.179, -2.321, -4.041)  0.104
H (-3.127, -3.577, -3.694)  0.129
H (-0.975, -2.366, -3.807)  0.117
H (0.301, -2.342, -2.279)  0.114
H (2.590, -3.201, -2.611)  0.118
N (-6.106, 3.630, 0.965)  0.142
C (-5.197, 3.044, 1.412)  -0.192
C (-4.089, 2.315, 1.956)  -0.251
C (-3.010, 3.000, 2.535)  -0.023
C (-1.897, 2.306, 2.973)  -0.020
C (-1.821, 0.896, 2.816)  -0.229
C (-0.627, 0.130, 3.064)  -0.018
C (0.661, 0.572, 2.788)  -0.200
N (1.715, -0.165, 3.179)  -0.081
C (1.525, -1.379, 3.941)  -0.159
C (2.919, -2.009, 4.063)  -0.145
C (3.906, -1.054, 3.359)  -0.144
C (3.082, 0.105, 2.779)  -0.145
C (0.955, 1.800, 2.000)  -0.190
C (0.389, 1.890, 0.724)  -0.038
C (0.625, 3.005, -0.073)  -0.080
C (1.406, 4.056, 0.428)  -0.075
C (1.963, 3.977, 1.710)  -0.062
C (1.766, 2.837, 2.491)  -0.037
C (-3.002, 0.214, 2.435)  -0.034
C (-4.087, 0.911, 1.941)  -0.042
H (-3.052, 4.091, 2.612)  0.125
H (-1.071, 2.832, 3.459)  0.123
H (-0.780, -0.839, 3.551)  0.096
H (1.090, -1.150, 4.930)  0.134
H (0.825, -2.065, 3.434)  0.117
H (3.156, -2.135, 5.125)  0.109
H (2.927, -2.997, 3.585)  0.107
H (4.632, -0.647, 4.070)  0.109
H (4.450, -1.573, 2.561)  0.105
H (3.184, 0.165, 1.679)  0.127
H (3.429, 1.072, 3.176)  0.104
H (-0.216, 1.049, 0.373)  0.118
H (0.205, 3.031, -1.081)  0.089
H (1.596, 4.926, -0.207)  0.107
H (2.567, 4.802, 2.101)  0.113
H (2.227, 2.745, 3.481)  0.124
H (-3.023, -0.877, 2.524)  0.116
H (-4.955, 0.384, 1.536)  0.118

Its net charge is +1. The value obtained for the HOMO energy is -9.222 eV. The maximum force is 2.35 eV Å⁻¹. Its LUMO energy is -0.1993 Eh.

=====

[8]
ORCA calculation (ωB97M-V with the def2-TZVPD basis set) on a cluster of 2 separate species, C6H4 in total in a non-equilibrium geometry.

Last column: Löwdin charge in e.
Atoms and positions in Å:
C (-1.290, 0.730, 0.013)  -0.170
C (0.118, 0.629, -0.028)  -0.098
C (3.753, 0.134, -0.034)  -0.089
C (1.338, 0.452, -0.025)  0.127
C (-2.084, -0.333, -0.023)  0.094
C (4.903, -0.162, 0.027)  -0.110
H (-1.672, 1.741, 0.080)  0.107
H (-3.159, -0.238, 0.004)  0.076
H (-1.681, -1.332, -0.083)  0.086
H (5.946, -0.294, 0.005)  -0.021

The value obtained for the HOMO energy (spin up / spin down) is -8.946 / -9.331 eV. The maximum force is 3.65 eV Å⁻¹. Its LUMO energy (spin up / spin down) is -0.1318 / -0.0099 Eh.

=====

The calculation returns the following ΔE to the lowest compared entry with this formula, charge and spin values, one per record and in order: 34.3 55.6 927.8 970.7 370.4 95.1 44.7 666.1 kJ/mol.